(P)
DFT (ωB97M-V/def2-TZVPD) results for a structure of composition C8H11NO.

The geometry in XYZ format:
```
21
Properties=species:S:1:pos:R:3
C -2.603 -0.082 0.533
C -1.755 -0.271 -0.713
C -0.202 -0.024 -0.356
C 0.032 1.420 -0.194
C 1.344 1.818 0.047
C 2.436 0.880 0.206
C 2.168 -0.589 0.063
C 0.778 -0.885 -0.373
H -4.522 0.105 -0.219
H -4.189 -1.352 -0.104
H -2.273 -0.514 1.506
H -2.383 0.889 0.774
H -1.957 -1.289 -0.872
H -2.248 0.097 -1.322
H -0.534 1.945 -0.568
H 1.746 3.107 0.414
H 3.360 1.250 0.338
H 2.926 -2.186 0.924
H 0.834 -1.868 -0.190
N -4.022 -0.292 0.402
O 3.026 -1.469 0.154
```

The multiplicity is 1. For the HOMO energy, the calculation gives -8.31 eV.

Atomic partial charges in e from the Mulliken method, atoms 1 to 2: atom 1 (C): -0.540, atom 2 (C): -1.572

=====

(Q)
DFT (ωB97M-V/def2-TZVPD) results for the molecule C8H11NO.

The geometry in XYZ format:
```
21
Properties=species:S:1:pos:R:3
C 2.020 -1.275 -0.005
C -2.034 -0.616 0.057
C -0.789 -1.348 0.684
C -0.684 1.404 -0.189
C 1.991 1.027 -0.170
C 0.611 0.770 0.487
C -1.255 0.215 -0.995
C 0.368 -0.670 0.020
N 2.744 -0.228 -0.047
O -0.116 -0.506 -1.342
H 2.339 -2.321 0.221
H -2.768 -1.309 -0.309
H -2.445 0.076 0.878
H -0.697 -1.326 1.839
H -0.855 -2.343 0.270
H -1.499 1.603 0.694
H -0.477 2.323 -0.734
H 1.957 1.056 -1.209
H 2.538 1.887 0.102
H 0.878 0.897 1.538
H -1.826 0.685 -1.790
```

The multiplicity is 1. The SMILES is C1=NC[C@H]2C[C@@H]3CC[C@]12O3. For the HOMO energy, the calculation gives -9.16 eV.

Atomic partial charges in e from the Mulliken method, atoms 1 to 2: atom 1 (C): -0.260, atom 2 (C): -0.790

=====

(R)
DFT (ωB97M-V/def2-TZVPD) results for a structure of composition C8H11NO.

The geometry in XYZ format:
```
21
Properties=species:S:1:pos:R:3
N 2.499 -1.118 0.288
C 1.975 -0.023 -0.247
C 0.514 0.260 -0.159
C -0.091 1.468 -0.910
C -1.375 0.640 -0.813
C -1.583 0.155 0.680
C -1.467 -1.301 0.173
C -0.545 -0.673 -0.873
C -0.166 0.400 1.221
H -0.028 2.453 -0.428
H 0.257 1.529 -1.950
H -2.264 0.805 -1.431
H -2.430 0.493 1.287
H -1.077 -2.062 0.867
H -2.394 -1.658 -0.296
H -0.246 -1.151 -1.814
H 0.150 -0.361 1.948
H -0.007 1.395 1.656
O 2.794 0.920 0.100
H 1.993 -1.963 0.048
H 3.490 -0.208 0.654
```

The multiplicity is 1. For the HOMO energy, the calculation gives -9.59 eV.

Atomic partial charges in e from the Mulliken method, atoms 1 to 2: atom 1 (N): -0.606, atom 2 (C): -0.048

=====

(S)
DFT (ωB97M-V/def2-TZVPD) results for a cluster of 2 separate species, C8H11NO in total.

The geometry in XYZ format:
```
21
Properties=species:S:1:pos:R:3
C -1.836 -0.822 0.439
C -1.887 0.553 0.849
C -0.754 1.204 1.173
C 0.419 0.519 1.441
C 0.475 -0.736 1.022
C -0.610 -1.494 0.478
C 0.490 0.486 -1.219
C 0.943 -0.955 -1.402
H -2.724 -1.423 0.319
H -2.863 0.969 0.704
H -0.781 2.205 1.475
H 1.328 1.066 1.747
H 1.483 -1.051 1.077
H -0.687 -2.646 0.316
H 1.042 2.462 -0.780
H 2.349 1.416 -0.713
H 0.258 -1.551 -0.863
H 2.047 -1.238 -1.210
H 0.668 -1.262 -2.424
N 1.381 1.505 -1.082
O -0.740 0.792 -1.347
```

The multiplicity is 1. The SMILES is c1ccccc1.CC(N)=O. For the HOMO energy, the calculation gives -8.34 eV.

Atomic partial charges in e from the Mulliken method, atoms 1 to 2: atom 1 (C): -0.226, atom 2 (C): -0.620

=====

Preferred: (Q); penalty for the next structure: 7.3 kcal/mol.

=====

(P)
DFT (ωB97M-V/def2-TZVPD) results for the molecule C8H11NO.

The geometry in XYZ format:
```
21
Properties=species:S:1:pos:R:3
C -1.052 0.266 0.021
C -0.359 -0.992 0.350
C 0.553 -1.435 -0.875
C 1.720 -0.299 -0.797
C 1.243 0.521 0.423
C 0.637 -0.502 1.407
C 0.019 1.243 -0.077
C -0.312 2.554 -0.155
H -3.846 -0.735 -0.507
H -0.979 -1.860 0.796
H 0.982 -2.440 -0.610
H -0.127 -1.466 -1.710
H 2.687 -0.880 -0.614
H 1.653 0.290 -1.773
H 1.969 1.260 0.812
H 0.077 -0.209 2.233
H 1.283 -1.358 1.680
H -1.255 2.841 -0.418
H 0.323 3.457 -0.009
N -2.241 0.467 -0.223
O -2.973 -0.724 0.046
```

The multiplicity is 1. The SMILES is C=C1/C(=N/O)[C@H]2CC[C@@H]1C2. For the HOMO energy, the calculation gives -8.81 eV.

Atomic partial charges in e from the Mulliken method, atoms 1 to 2: atom 1 (C): 0.221, atom 2 (C): 0.335

=====

(Q)
DFT (ωB97M-V/def2-TZVPD) results for the molecule C8H11NO.

The geometry in XYZ format:
```
21
Properties=species:S:1:pos:R:3
C -0.019 2.636 0.818
C 0.990 1.519 0.051
C 0.487 0.129 0.259
C 1.263 -0.787 0.917
C 0.947 -2.138 0.335
C -0.261 -2.370 -0.255
C -1.118 -1.255 -0.520
C -2.426 -1.313 -1.250
H -1.112 2.555 0.443
H 0.203 2.755 2.019
H 0.704 3.490 0.404
H 0.803 1.685 -1.095
H 2.765 2.452 0.811
H 2.118 -0.266 1.574
H 1.454 -3.200 0.531
H -0.486 -3.433 -0.800
H -2.282 -2.347 -1.714
H -3.231 -1.120 -0.462
H -2.565 -0.403 -2.137
N -0.600 -0.066 -0.393
O 2.365 1.477 0.461
```

The multiplicity is 1. The SMILES is Cc1cccc([C@@H](C)O)n1. For the HOMO energy, the calculation gives -8.74 eV.

Atomic partial charges in e from the Mulliken method, atoms 1 to 2: atom 1 (C): -0.840, atom 2 (C): 0.243

=====

Preferred: (P); penalty for the next structure: 24.4 kcal/mol.

=====

(P)
DFT (ωB97M-V/def2-TZVPD) results for the molecule C6H5N3O.

The geometry in XYZ format:
```
15
Properties=species:S:1:pos:R:3
C -2.620 1.186 0.003
C -0.313 1.858 0.022
C 0.961 1.218 0.056
C -1.285 0.900 0.111
C 0.701 -0.136 -0.003
C 1.772 -1.185 0.007
N -3.751 1.391 -0.017
N -0.625 -0.474 0.003
N -0.743 -2.118 0.042
O -1.802 -2.606 -0.029
H -0.443 2.919 0.096
H 2.038 1.532 -0.040
H 2.042 -1.714 0.947
H 1.287 -1.990 -0.678
H 2.780 -0.781 -0.519
```

The multiplicity is 1. The SMILES is Cc1ccc(C#N)n1N=O. For the HOMO energy, the calculation gives -8.70 eV.

Atomic partial charges in e from the Mulliken method, atoms 1 to 2: atom 1 (C): 0.410, atom 2 (C): -0.383

=====

(Q)
DFT (ωB97M-V/def2-TZVPD) results for the molecule C6H5N3O.

The geometry in XYZ format:
```
15
Properties=species:S:1:pos:R:3
C -0.157 -1.109 1.439
C -1.481 0.790 1.525
C -1.143 1.288 0.311
C -0.204 0.440 -0.379
C 1.397 -0.382 -1.786
C 1.270 -1.193 -0.739
H -2.152 1.378 2.152
H -1.428 2.271 0.025
H 0.295 1.585 -1.951
H 2.003 -0.444 -2.763
H 1.575 -2.186 -0.423
N -1.095 -0.358 2.079
N 0.471 0.671 -1.537
N 0.265 -0.665 0.131
O 0.383 -2.087 1.916
```

The multiplicity is 1. The SMILES is O=c1nccc2[nH]ccn12. For the HOMO energy, the calculation gives -8.15 eV.

Atomic partial charges in e from the Mulliken method, atoms 1 to 2: atom 1 (C): 0.396, atom 2 (C): 0.016

=====

Preferred: (Q); penalty for the next structure: 104.9 kcal/mol.

=====

(P)
DFT (ωB97M-V/def2-TZVPD) results for a cluster of 2 separate species, C6H10N2 in total.

The geometry in XYZ format:
```
18
Properties=species:S:1:pos:R:3
C -1.200 0.484 1.004
C 1.368 1.422 -0.161
C -0.506 -0.387 -0.017
C 0.564 0.345 -0.840
C -0.147 -2.260 1.928
C 0.479 0.363 -2.176
N 0.758 -2.238 2.652
N -1.150 -1.380 -0.510
H -0.760 -1.762 -1.370
H -0.935 -2.540 1.262
H -0.500 0.746 1.796
H -1.573 1.408 0.567
H -2.042 -0.059 1.426
H 2.104 1.840 -0.846
H 0.765 2.273 0.153
H 1.883 0.998 0.699
H -0.263 -0.165 -2.755
H 1.154 0.912 -2.813
```

The multiplicity is 1. The SMILES is [H]/N=C(/C)C(=C)C.C#N. For the HOMO energy, the calculation gives -9.87 eV.

Atomic partial charges in e from the Mulliken method, atoms 1 to 2: atom 1 (C): -1.259, atom 2 (C): -1.364

=====

(Q)
DFT (ωB97M-V/def2-TZVPD) results for a structure of composition C6H10N2.

The geometry in XYZ format:
```
18
Properties=species:S:1:pos:R:3
C 0.770 1.943 0.180
C 0.870 0.501 -0.328
C 1.966 -0.255 -0.067
C 0.382 -1.791 -0.201
C -0.110 -0.445 -0.427
C -1.471 0.212 -0.423
H 1.608 2.635 1.282
H -0.659 2.270 0.497
H 1.094 2.490 -1.109
H 3.022 -0.160 -0.109
H 2.299 -2.551 0.369
H -0.218 -2.654 -0.301
H -2.003 0.479 -1.339
H -1.136 1.349 0.125
H -3.497 -0.388 0.373
H -2.054 -1.094 1.143
N 1.604 -1.729 0.121
N -2.468 -0.813 0.216
```

The multiplicity is 1. For the HOMO energy, the calculation gives -7.47 eV.

Atomic partial charges in e from the Mulliken method, atoms 1 to 2: atom 1 (C): -0.754, atom 2 (C): 0.409

=====

(R)
DFT (ωB97M-V/def2-TZVPD) results for a structure of composition C6H10N2.

The geometry in XYZ format:
```
18
Properties=species:S:1:pos:R:3
C -0.804 0.796 2.052
C 1.699 0.777 1.208
C 0.838 1.688 0.454
C -0.295 0.667 0.755
C -0.303 -0.093 -1.473
C -0.854 -1.667 0.333
N -1.118 0.988 3.117
N -0.753 -0.301 -0.096
H 2.313 0.038 0.736
H 1.481 0.702 2.278
H 0.626 2.699 0.817
H 1.117 1.842 -0.603
H 0.784 0.038 -1.452
H -0.379 -0.995 -1.955
H -0.882 0.868 -1.816
H -0.131 -2.217 -0.276
H -0.596 -1.805 1.452
H -1.885 -2.019 0.013
```

The multiplicity is 1. For the HOMO energy, the calculation gives -7.54 eV.

Atomic partial charges in e from the Mulliken method, atoms 1 to 2: atom 1 (C): 0.408, atom 2 (C): -0.668

=====

Preferred: (P); penalty for the next structure: 38.9 kcal/mol.